{"formula": "C37H42IKN8O6PSe2", "method": "ωB97M-V with the def2-TZVPD basis set", "e_lumo_ev": 0.88, "e_above_lowest_kj_mol": 108.8, "spin_multiplicity": 1, "e_homo_ev": -3.3, "total_energy_ev": -227662.4657, "charge": -1, "largest_force_ev_per_a": 0.36, "elements": ["K", "C", "C", "N", "C", "C", "C", "O", "C", "C", "N", "C", "C", "C", "C", "C", "C", "I", "C", "O", "H", "H", "H", "H", "H", "H", "H", "H", "H", "H", "H", "H", "O", "N", "O", "C", "C", "C", "C", "C", "C", "N", "C", "C", "N", "C", "C", "C", "C", "H", "H", "H", "H", "H", "H", "H", "O", "C", "C", "C", "O", "C", "Se", "C", "Se", "H", "H", "H", "H", "H", "H", "H", "H", "H", "H", "C", "N", "C", "N", "C", "N", "C", "P", "C", "C", "H", "H", "H", "H", "H", "H", "H", "H", "H", "H", "H", "H", "H"], "coordinates": [[-0.56547, 0.87364, -0.33764], [-1.39560, -2.47769, -4.27727], [-1.40050, -0.98617, -4.44309], [-2.15647, -0.47660, -5.37134], [-2.17259, 0.87041, -5.54886], [-1.36728, 1.71649, -4.84621], [-1.43330, 3.21048, -5.07952], [-2.59518, 3.63114, -5.77360], [-0.49957, 1.19143, -3.84950], [0.53239, 2.04589, -3.31745], [1.13760, 1.93173, -2.18486], [2.32202, 2.65541, -2.02166], [3.34073, 2.56377, -2.97815], [4.56783, 3.17899, -2.79485], [4.81813, 3.89984, -1.63742], [3.81786, 4.02106, -0.68205], [2.58681, 3.41395, -0.87432], [1.09091, 3.72918, 0.54816], [-0.54971, -0.20451, -3.55525], [0.12302, -0.78847, -2.65117], [-1.95292, -2.93016, -5.09472], [-1.86413, -2.76216, -3.33210], [-0.37188, -2.86010, -4.25966], [-2.85121, 1.24210, -6.30412], [-0.59084, 3.54392, -5.69269], [-1.36039, 3.73024, -4.11781], [-3.35565, 3.28841, -5.28967], [0.86299, 2.85060, -3.98804], [3.15600, 1.95800, -3.85738], [5.33505, 3.08001, -3.55286], [5.77806, 4.37266, -1.47527], [3.99076, 4.60081, 0.21529], [7.04800, 2.64681, 3.94198], [6.09062, 2.00555, 4.33152], [5.90730, 1.68627, 5.49153], [5.10813, 1.56645, 3.33235], [5.59983, 1.25950, 2.11599], [4.73831, 0.76910, 1.09308], [5.21700, 0.43617, -0.18645], [4.33388, -0.00642, -1.12935], [2.97073, -0.08288, -0.79212], [2.49887, 0.22718, 0.39727], [3.36470, 0.62599, 1.34549], [2.84713, 0.94370, 2.66896], [1.53455, 0.74263, 2.87855], [1.02819, 1.06245, 4.04755], [1.79427, 1.62125, 5.08240], [3.13752, 1.79988, 4.90002], [3.71392, 1.43416, 3.66733], [6.65607, 1.38557, 1.91975], [6.27287, 0.54505, -0.40594], [4.65407, -0.25994, -2.13064], [2.22984, -0.37609, -1.53342], [-0.03268, 0.87332, 4.17806], [1.31928, 1.89208, 6.01544], [3.75088, 2.20275, 5.69057], [-4.28159, 1.94176, 3.64161], [-4.34628, 1.62948, 2.24925], [-4.77080, 0.18403, 1.99213], [-6.20181, -0.01720, 2.52812], [-7.21036, 0.71962, 1.84566], [-3.91993, -0.78017, 2.84289], [-1.99175, -0.40123, 3.03399], [-4.75386, -0.17920, 0.48503], [-3.68311, 0.86317, -0.81371], [-3.47999, 1.49909, 3.96018], [-3.38616, 1.79739, 1.76330], [-5.04529, 2.33429, 1.79050], [-6.21218, 0.23432, 3.59440], [-6.48201, -1.06908, 2.41971], [-6.91608, 1.63485, 1.79763], [-4.05559, -1.78908, 2.44092], [-4.31007, -0.79272, 3.86222], [-5.77399, -0.11085, 0.11295], [-4.45751, -1.22911, 0.39871], [-0.05395, -5.10429, 1.03276], [-0.51091, -3.92245, 1.86043], [-2.00700, -3.67045, 1.57295], [-2.22146, -3.50974, 0.18363], [-1.74245, -4.65829, -0.55957], [-0.31182, -4.91061, -0.35670], [0.50569, -3.83241, -0.94880], [0.18395, -2.14861, -0.23004], [0.31116, -2.70327, 1.54308], [-1.67405, -2.23652, -0.31217], [-0.60563, -5.97362, 1.39728], [1.01368, -5.23708, 1.21375], [-0.42372, -4.12747, 2.85540], [-2.26331, -2.76642, 2.13455], [-2.52747, -4.55206, 1.95482], [-1.91888, -4.49733, -1.62196], [-2.29612, -5.54513, -0.23779], [0.29817, -3.78610, -2.01893], [1.56219, -4.08808, -0.82995], [-0.05697, -1.89389, 2.18055], [1.34918, -2.93243, 1.79676], [-1.99998, -2.06530, -1.33678], [-2.09269, -1.42265, 0.28641]], "lowdin_charge": [0.258, -0.037, -0.265, 0.107, -0.113, -0.164, -0.223, -0.071, -0.097, -0.095, 0.013, -0.365, -0.043, -0.096, -0.104, -0.165, -0.630, 1.009, -0.343, -0.168, 0.073, 0.050, 0.070, 0.103, 0.123, 0.122, 0.092, 0.130, 0.119, 0.101, 0.098, 0.089, 0.074, -0.346, 0.071, -0.087, 0.059, -0.141, -0.010, -0.038, -0.141, 0.125, -0.159, -0.168, 0.136, -0.138, -0.030, -0.003, -0.074, 0.130, 0.119, 0.110, 0.079, 0.002, 0.108, 0.104, -0.104, -0.298, -0.562, -0.233, -0.068, -0.554, 0.563, -0.583, 0.320, 0.009, 0.039, 0.113, 0.114, 0.126, 0.074, 0.041, 0.044, 0.030, 0.032, -0.142, -0.070, -0.134, -0.130, -0.166, -0.147, -0.293, 1.042, -0.289, -0.328, 0.134, 0.134, 0.174, 0.032, 0.140, 0.127, 0.129, 0.079, 0.087, -0.014, 0.095, 0.073, 0.006]}